86
Properties=species:S:1:pos:R:3 method="wB97M-V/def2-TZVPD" spin_multiplicity=1 charge=-2 e_lumo_ev=3.7 orbital_gap_ev=5.537 homo_energy_ev=-1.794 de_lowest_kcal_mol=13.0
Tl -0.2872 0.8604 0.7875
N -0.2260 -0.5101 3.5515
C -0.9762 -1.4962 4.0348
C -1.2192 -1.7327 5.4325
C -1.9645 -2.7996 5.8733
C -2.5364 -3.7155 4.9804
C -2.3481 -3.5060 3.6213
C -1.5916 -2.4450 3.1374
P -1.4299 -2.1130 1.3484
C -0.7287 -3.6870 0.7074
C -0.0318 -4.5866 1.5116
C 0.5112 -5.7470 0.9712
C 0.3753 -6.0204 -0.3829
C -0.2801 -5.1092 -1.2036
C -0.8175 -3.9499 -0.6643
C -3.2186 -2.2919 0.9123
C -3.8275 -3.4161 0.3614
C -5.2003 -3.4340 0.1278
C -5.9761 -2.3284 0.4374
C -5.3808 -1.2103 1.0116
C -4.0166 -1.1945 1.2533
H 1.4427 -0.9790 2.4029
H 0.1091 0.0912 4.2989
H -0.8003 -1.0290 6.1455
H -2.1168 -2.9358 6.9403
H -3.1313 -4.5468 5.3395
H -2.8101 -4.1883 2.9134
H 0.0779 -4.3707 2.5684
H 1.0376 -6.4447 1.6118
H 0.7926 -6.9292 -0.8015
H -0.3707 -5.3034 -2.2665
H -1.3125 -3.2276 -1.3075
H -3.2369 -4.2883 0.1102
H -5.6621 -4.3184 -0.2977
H -7.0415 -2.3356 0.2346
H -5.9781 -0.3416 1.2610
H -3.5528 -0.3180 1.7009
C 2.4433 -0.7644 2.0239
C 3.5279 -0.3899 1.6638
C 4.8336 0.0359 1.2439
C 5.0806 0.3988 -0.0829
C 6.3598 0.7542 -0.4835
C 7.4081 0.7628 0.4272
C 7.1681 0.4186 1.7523
C 5.8918 0.0620 2.1607
H 4.2574 0.3933 -0.7869
H 6.5417 1.0172 -1.5195
H 8.4063 1.0380 0.1082
H 7.9806 0.4165 2.4708
H 5.6911 -0.2092 3.1893
F -5.8928 3.9407 -2.6039
C -5.0571 3.4664 -1.6525
C -4.9494 4.0961 -0.4296
F -5.6848 5.2004 -0.1974
C -4.1267 3.5998 0.5580
F -4.0821 4.2636 1.7296
C -3.3282 2.4394 0.4045
O -2.5887 1.9706 1.3473
C -3.4813 1.8418 -0.8792
F -2.7503 0.7459 -1.1564
C -4.3056 2.3286 -1.8686
F -4.4106 1.6855 -3.0413
N 5.5789 5.5967 -3.1946
C 4.2683 5.0890 -3.0783
C 3.7516 4.2400 -4.0549
C 2.4427 3.7893 -3.9728
C 1.6390 4.1804 -2.9111
C 2.1444 5.0300 -1.9381
C 3.4510 5.4845 -2.0214
S -0.0547 3.6220 -2.8002
O -0.5175 3.5137 -4.1692
O -0.7011 4.5770 -1.9415
N 0.0697 2.2359 -2.0472
C 0.1424 1.0214 -2.6346
S 0.1059 0.6785 -4.3935
C 0.4287 -0.9912 -4.0643
C 0.5232 -1.1819 -2.7333
N 0.3601 -0.0779 -1.9307
H 6.1982 5.0024 -3.7197
H 5.9859 5.8706 -2.3152
H 4.3823 3.9375 -4.8853
H 2.0317 3.1368 -4.7337
H 1.4935 5.3298 -1.1250
H 3.8493 6.1542 -1.2652
H 0.4942 -1.7206 -4.8586
H 0.7238 -2.1328 -2.2539